1.
Density functional theory data (ωB97M-V/def2-TZVPD) for a 4-piece molecular cluster, C28H59BrN6O11S overall.

As for the charge: 0. Its multiplicity is 1. The HOMO energy comes out at -8.499 eV. Its SMILES is NC[C@H](O)C[C@]1(CCSc2nnco2)OC(=O)O[C@H]1Br.COCCNCCOC.COCCNCCOC.COCCNCCOC. As for the frontier orbital gap: 8.82 eV.

Last column: Löwdin charge in e.
Positions of all 106 atoms, in Å:
N -0.756 8.240 2.565  0.02
C 0.663 8.584 2.681  -0.22
C 1.574 7.477 2.148  -0.38
O 1.582 7.491 0.715  -0.03
C 1.110 6.097 2.607  -0.06
C 2.160 4.988 2.581  -0.41
C 2.219 4.231 1.243  -0.17
C 1.300 3.013 1.108  -0.42
S -0.414 3.379 0.676  1.02
C -1.260 3.674 2.161  -0.72
N -1.068 3.246 3.353  0.07
N -2.096 3.795 4.125  0.07
C -2.818 4.471 3.323  -0.20
O -2.360 4.464 2.047  0.02
O 1.843 4.048 3.649  0.07
C 2.986 3.449 4.053  -0.55
O 3.053 2.489 4.741  0.19
O 4.070 4.132 3.570  0.02
C 3.556 5.380 3.088  -0.63
Br 4.790 6.107 1.829  0.87
H -1.097 7.806 3.413  0.07
H -1.312 9.073 2.427  0.07
H 0.849 9.470 2.071  0.12
H 0.962 8.828 3.710  0.12
H 2.588 7.684 2.499  0.10
H 2.450 7.773 0.411  0.08
H 0.300 5.817 1.929  0.11
H 0.677 6.148 3.610  0.14
H 2.003 4.930 0.431  0.12
H 3.242 3.872 1.091  0.11
H 1.636 2.461 0.225  0.07
H 1.380 2.326 1.952  0.09
H -3.719 5.022 3.541  0.13
H 3.451 6.047 3.946  0.13
C -0.899 -1.952 1.754  -0.11
O -0.480 -2.818 0.720  -0.20
C -1.465 -3.090 -0.270  -0.21
C -1.114 -2.452 -1.595  -0.21
N -1.210 -1.004 -1.515  -0.05
C -0.710 -0.273 -2.672  -0.20
C 0.769 -0.406 -3.016  -0.22
O 1.634 0.173 -2.054  -0.18
C 1.892 -0.638 -0.923  -0.10
H -0.128 -1.968 2.522  0.09
H -1.027 -0.918 1.412  0.08
H -1.842 -2.288 2.197  0.09
H -2.447 -2.744 0.070  0.11
H -1.512 -4.175 -0.400  0.12
H -1.820 -2.808 -2.352  0.12
H -0.112 -2.808 -1.877  0.11
H -0.721 -0.682 -0.690  0.07
H -0.914 0.786 -2.495  0.12
H -1.299 -0.566 -3.548  0.12
H 0.948 0.138 -3.946  0.12
H 1.057 -1.450 -3.195  0.11
H 1.917 -1.702 -1.174  0.08
H 1.155 -0.464 -0.133  0.07
H 2.869 -0.355 -0.526  0.09
C -7.501 -2.530 -3.534  -0.12
O -7.593 -2.412 -2.131  -0.19
C -6.478 -2.920 -1.413  -0.22
C -5.686 -1.808 -0.761  -0.22
N -5.002 -0.992 -1.750  -0.04
C -4.351 0.202 -1.220  -0.21
C -5.216 1.264 -0.554  -0.22
O -6.084 1.956 -1.433  -0.18
C -7.323 1.327 -1.685  -0.10
H -8.477 -2.273 -3.943  0.09
H -6.753 -1.854 -3.964  0.08
H -7.254 -3.554 -3.833  0.09
H -5.835 -3.507 -2.076  0.12
H -6.862 -3.583 -0.633  0.12
H -4.938 -2.258 -0.099  0.11
H -6.379 -1.235 -0.129  0.11
H -5.659 -0.723 -2.471  0.07
H -3.820 0.679 -2.048  0.12
H -3.584 -0.119 -0.511  0.10
H -4.541 2.022 -0.148  0.12
H -5.789 0.861 0.292  0.11
H -7.685 0.786 -0.805  0.09
H -7.276 0.631 -2.528  0.07
H -8.041 2.109 -1.934  0.09
C 3.287 -3.951 0.834  -0.11
O 3.509 -3.916 -0.562  -0.21
C 4.765 -3.378 -0.952  -0.22
C 5.682 -4.446 -1.506  -0.22
N 6.130 -5.356 -0.464  -0.05
C 6.870 -6.520 -0.936  -0.20
C 6.163 -7.499 -1.865  -0.23
O 5.115 -8.228 -1.256  -0.18
C 3.857 -7.585 -1.233  -0.10
H 2.233 -4.175 0.991  0.08
H 3.889 -4.718 1.335  0.08
H 3.508 -2.983 1.296  0.09
H 5.240 -2.855 -0.117  0.12
H 4.567 -2.648 -1.742  0.12
H 6.559 -3.959 -1.947  0.12
H 5.142 -4.952 -2.319  0.11
H 5.331 -5.666 0.074  0.07
H 7.198 -7.079 -0.056  0.12
H 7.774 -6.167 -1.442  0.12
H 6.901 -8.243 -2.176  0.12
H 5.797 -7.011 -2.777  0.11
H 3.705 -6.968 -2.123  0.09
H 3.725 -6.957 -0.346  0.07
H 3.094 -8.363 -1.212  0.09

=====

2.
Density functional theory data (ωB97M-V/def2-TZVPD) for a 2-piece molecular cluster, C4H11NS overall at a distorted geometry.

As for the charge: 0. Its multiplicity is 1. The HOMO energy comes out at -6.050 eV. As for the frontier orbital gap: 5.68 eV.

Last column: natural (NBO) charge in e.
Positions of all 17 atoms, in Å:
C 1.446 1.183 1.830  -0.63
C 0.024 0.768 2.237  -0.53
S -0.489 -0.966 1.974  -0.71
H 2.002 0.425 1.270  0.19
H 2.089 1.245 2.711  0.20
H 1.447 2.117 1.267  0.19
H -0.702 1.485 1.851  0.18
H -0.009 0.865 3.323  0.19
C -1.031 -0.619 -1.526  -0.08
C -1.116 0.290 -2.477  -0.38
N -0.058 -1.715 -1.547  -0.72
H -1.657 -0.547 -0.643  0.28
H -1.994 0.924 -2.465  0.23
H -0.399 0.544 -3.247  0.21
H 0.916 -1.412 -1.450  0.45
H -0.226 -2.322 -0.725  0.47
H -0.245 -2.264 -2.383  0.43

=====

3.
Density functional theory data (ωB97M-V/def2-TZVPD) for a 2-piece molecular cluster, C7H11BF4NO4 overall at a distorted geometry.

As for the charge: -1. Its multiplicity is 1. The HOMO energy comes out at -5.594 eV. As for the frontier orbital gap: 6.68 eV.

Last column: natural (NBO) charge in e.
Positions of all 28 atoms, in Å:
C 3.775 -0.447 1.471  -0.54
C 2.836 0.675 1.105  0.07
N 1.301 0.538 1.160  -0.54
C 0.769 1.958 1.015  -0.26
C -0.856 2.092 1.297  -0.09
O -1.532 1.717 0.046  -0.53
C -2.644 0.779 0.268  0.78
C -2.589 -0.626 1.112  -0.75
O -3.825 1.097 -0.332  -0.57
C 0.980 -0.308 -0.074  0.87
O 1.184 0.129 -1.348  -0.53
O 0.427 -1.681 0.038  -0.73
H 4.117 -0.665 2.570  0.22
H 4.236 -1.093 0.609  0.23
H 3.323 1.675 0.724  0.18
H 1.383 2.658 1.753  0.21
H 0.938 2.411 -0.076  0.24
H -1.065 3.248 1.470  0.19
H -1.223 1.524 2.252  0.20
H -1.558 -0.696 1.683  0.24
H -3.438 -0.557 1.942  0.24
H -2.687 -1.596 0.455  0.29
H -0.229 -1.816 -0.734  0.55
B -0.725 -2.203 -3.682  1.38
F -1.655 -1.779 -4.715  -0.59
F -1.357 -2.076 -2.379  -0.60
F -0.350 -3.590 -3.906  -0.59
F 0.464 -1.367 -3.727  -0.58

=====

4.
Density functional theory data (ωB97M-V/def2-TZVPD) for C14H12F18MgN3O18S6 as an isolated structure at a distorted geometry.

As for the charge: -1. Its multiplicity is 1. The HOMO energy comes out at -7.196 eV. As for the frontier orbital gap: 9.33 eV.

Last column: Löwdin charge in e.
Positions of all 72 atoms, in Å:
Mg -0.266 -0.179 0.161  0.46
C -0.755 -2.615 3.202  -0.63
F -0.098 -1.503 3.440  0.16
F -0.309 -3.638 3.926  0.15
F -2.021 -2.396 3.620  0.11
S -0.653 -3.033 1.304  0.72
O 0.751 -2.899 1.024  -0.28
O -1.246 -4.332 1.056  -0.26
N -1.390 -1.639 0.551  -0.31
S -2.952 -2.074 0.210  0.65
O -3.536 -2.969 1.184  -0.29
O -3.792 -0.970 -0.188  -0.25
C -2.776 -3.157 -1.395  -0.62
F -2.596 -4.472 -1.298  0.15
F -3.928 -2.980 -2.078  0.10
F -1.814 -2.722 -2.190  0.13
C 1.896 -1.429 -3.550  -0.66
F 2.803 -0.500 -3.485  0.17
F 0.764 -1.000 -4.133  0.13
F 2.239 -2.464 -4.302  0.14
S 1.492 -2.131 -1.797  0.73
O 0.946 -1.009 -1.019  -0.37
O 0.772 -3.347 -2.017  -0.26
N 3.042 -2.570 -1.256  -0.27
S 4.102 -1.378 -1.115  0.59
O 5.113 -1.522 -2.126  -0.30
O 3.529 -0.117 -0.716  -0.30
C 5.107 -1.949 0.496  -0.60
F 4.312 -2.426 1.463  0.12
F 5.972 -2.910 0.197  0.11
F 5.923 -0.955 0.970  0.08
C 1.186 3.921 -0.021  -0.62
F 1.167 5.077 -0.665  0.16
F 2.330 3.345 -0.336  0.15
F 1.175 4.134 1.309  0.11
S -0.212 2.734 -0.672  0.76
O -1.122 3.659 -1.310  -0.26
O 0.585 1.956 -1.625  -0.28
N -0.791 1.558 0.528  -0.31
S -1.857 2.427 1.315  0.62
O -1.346 3.745 1.745  -0.31
O -3.224 2.484 0.867  -0.26
C -2.019 1.465 2.929  -0.65
F -2.333 0.209 2.574  0.11
F -0.866 1.488 3.618  0.13
F -2.967 1.995 3.662  0.18
C 3.059 2.392 4.777  -0.01
C 3.052 2.310 3.255  -0.29
C 4.168 1.471 2.593  -0.07
O 3.489 0.361 2.093  0.09
C 2.189 0.560 2.141  -0.52
O 1.388 -0.015 1.451  0.11
O 1.876 1.563 2.950  0.09
H 4.092 2.672 5.003  0.09
H 3.037 1.383 5.192  0.09
H 2.264 3.049 5.115  0.09
H 2.865 3.313 2.868  0.14
H 4.801 0.991 3.346  0.14
H 4.809 2.127 2.004  0.15
C -5.226 -0.527 -4.001  -0.02
C -3.864 0.165 -4.154  -0.26
C -3.865 1.610 -3.670  -0.10
O -2.894 1.606 -2.661  0.06
C -2.302 0.345 -2.543  -0.49
O -1.404 0.117 -1.778  0.09
O -3.089 -0.470 -3.158  0.09
H -6.053 0.093 -4.356  0.08
H -5.473 -0.771 -2.968  0.09
H -5.397 -1.460 -4.542  0.08
H -3.517 -0.011 -5.172  0.16
H -4.889 1.907 -3.442  0.13
H -3.453 2.309 -4.401  0.14

=====

5.
Density functional theory data (ωB97M-V/def2-TZVPD) for C13H8F5O2SeY as an isolated structure.

As for the charge: 0. Its multiplicity is 1. The HOMO energy comes out at -8.304 eV. As for the frontier orbital gap: 8.24 eV.

Last column: natural (NBO) charge in e.
Positions of all 30 atoms, in Å:
Y -0.400 0.710 1.067  1.96
C -1.322 -1.201 2.657  -0.35
C -1.208 -0.062 3.474  -0.35
C -2.143 0.899 3.029  -0.39
C -2.845 0.345 1.929  -0.40
C -2.333 -0.954 1.701  -0.38
H -0.721 -2.094 2.724  0.24
H -0.506 0.075 4.281  0.24
H -2.297 1.885 3.443  0.24
H -3.619 0.834 1.355  0.24
H -2.651 -1.625 0.917  0.24
C 3.510 0.173 2.229  -0.72
C 2.051 0.303 1.927  0.80
O 1.454 -0.599 1.261  -0.77
O 1.414 1.336 2.303  -0.77
H 3.795 -0.874 2.287  0.24
H 3.752 0.703 3.146  0.24
H 4.058 0.638 1.407  0.25
F -0.545 -1.896 -5.417  -0.28
C -0.281 -1.010 -4.460  0.26
C 0.420 0.151 -4.748  0.32
F 0.831 0.373 -5.995  -0.29
C 0.688 1.070 -3.750  0.30
F 1.364 2.170 -4.079  -0.29
C 0.272 0.883 -2.433  -0.26
Se 0.655 2.189 -1.102  -0.28
C -0.416 -0.291 -2.201  0.28
F -0.881 -0.559 -0.930  -0.34
C -0.706 -1.234 -3.164  0.28
F -1.389 -2.336 -2.855  -0.28